No. 1
Molecular formula: C5H10O
Method: DFT, ωB97M-V/def2-TZVPD

The value obtained for the energy above the lowest of the compared OMol25 structures with the same formula, charge and spin is 1.9275 eV. As for the SMILES: C/C=C/O.C=C. The gap between HOMO and LUMO is 9.4 eV.

Atoms and positions in Å:
O 2.249 0.840 -0.176
C 1.678 -0.272 0.379
C 0.692 -0.966 -0.181
C 0.221 -2.252 0.444
C -2.306 1.942 -0.746
C -1.212 1.612 -0.067
H 2.957 1.143 0.405
H 0.959 -2.587 1.185
H 2.082 -0.601 1.334
H 0.250 -0.613 -1.111
H -0.752 -2.188 0.951
H 0.144 -3.035 -0.317
H -2.262 2.419 -1.726
H -3.298 1.738 -0.354
H -1.235 1.095 0.893
H -0.216 1.793 -0.456

Listed below, in e, are the Mulliken charges computed for each atom:
1. O -0.467
2. C -0.244
3. C -0.041
4. C -1.033
5. C -0.447
6. C -0.450
7. H 0.334
8. H 0.327
9. H 0.229
10. H 0.386
11. H 0.237
12. H 0.287
13. H 0.233
14. H 0.244
15. H 0.219
16. H 0.186



No. 2
Molecular formula: C3H2S
Method: DFT, ωB97M-V/def2-TZVPD

The value obtained for the energy above the lowest of the compared OMol25 structures with the same formula, charge and spin is 0.0000 eV. As for the SMILES: C=C=C=S. The gap between HOMO and LUMO (spin up / spin down) is 7.0 / 7.0 eV.

Atoms and positions in Å:
C 0.144 0.071 -0.041
C 1.264 0.635 -0.290
C -1.040 -0.521 0.233
S 2.688 1.340 -0.608
H -1.464 -1.272 -0.413
H -1.592 -0.253 1.119

Listed below, in e, are the Mulliken charges computed for each atom:
1. C 0.323
2. C 0.192
3. C -0.759
4. S -0.262
5. H 0.255
6. H 0.251



No. 3
Molecular formula: C5H5NO
Method: DFT, ωB97M-V/def2-TZVPD

The value obtained for the energy above the lowest of the compared OMol25 structures with the same formula, charge and spin is 3.9123 eV. The gap between HOMO and LUMO is 10.4 eV.

Atoms and positions in Å:
O 0.244 -2.206 2.033
C 0.379 -1.104 1.807
C -0.049 -0.992 -0.832
C -1.217 -0.066 -0.652
C 0.113 0.208 -1.283
C 1.062 1.820 0.791
N 1.364 2.830 0.323
H 0.797 0.870 1.224
H 0.310 -2.003 -0.760
H -1.463 0.345 0.337
H -2.092 -0.183 -1.293
H 0.711 0.924 -1.818

Listed below, in e, are the Mulliken charges computed for each atom:
1. O -0.138
2. C 0.035
3. C -0.387
4. C -0.354
5. C -0.434
6. C 0.504
7. N -0.409
8. H 0.009
9. H 0.411
10. H 0.156
11. H 0.203
12. H 0.404



No. 4
Molecular formula: C28H45BrCoN2OP2
Method: DFT, ωB97M-V/def2-TZVPD

The total charge is +2. The spin multiplicity is 4. The gap between HOMO and LUMO (spin up / spin down) is 7.3 / 4.9 eV.

Atoms and positions in Å:
C -0.839 6.806 -3.626
C -0.926 5.444 -3.966
C -1.329 5.102 -5.272
C -1.465 6.140 -6.227
N -1.286 7.403 -5.888
C -0.997 7.765 -4.653
C -0.650 4.411 -2.974
C -0.691 3.453 -2.234
C -0.943 2.539 -1.244
C -0.029 2.514 -0.217
C -0.293 1.618 0.818
C -1.658 0.850 0.757
C -2.514 0.854 -0.403
C -2.145 1.758 -1.400
Co 0.303 -0.119 0.866
P 2.012 -1.331 1.100
H -1.514 4.056 -5.507
H -0.647 7.074 -2.590
H -1.713 5.865 -7.244
H -0.866 8.810 -4.395
H -2.808 1.916 -2.238
H 0.813 3.182 -0.209
H -3.365 0.195 -0.503
H 0.529 1.638 1.665
C 2.053 -2.852 2.123
C 2.928 -4.009 1.603
H 0.998 -3.172 2.194
H 2.367 -2.561 3.144
H 2.887 -4.890 2.263
H 2.581 -4.346 0.618
H 3.986 -3.733 1.509
C 1.878 -1.657 -0.746
C 2.719 -0.710 -1.598
H 0.795 -1.448 -0.915
H 2.023 -2.715 -1.025
H 2.484 -0.849 -2.665
H 2.491 0.336 -1.353
H 3.793 -0.889 -1.454
C 3.504 -0.323 1.570
C 4.875 -1.017 1.548
H 3.268 0.005 2.599
H 3.538 0.582 0.935
H 5.683 -0.298 1.763
H 4.941 -1.799 2.316
H 5.103 -1.467 0.572
Br -2.277 0.048 2.308
P -2.315 -3.021 -1.118
C -0.559 -3.476 -1.175
C -0.369 -4.951 -1.613
H -0.131 -3.280 -0.172
H -0.047 -2.803 -1.885
H 0.661 -5.156 -1.939
H -0.601 -5.647 -0.793
H -1.043 -5.189 -2.445
C -3.136 -3.251 0.513
C -4.594 -3.820 0.441
H -3.078 -2.288 1.045
H -2.532 -3.980 1.094
H -4.984 -4.001 1.454
H -5.292 -3.142 -0.073
H -4.620 -4.783 -0.097
C -2.769 -1.580 -2.088
C -3.120 -1.879 -3.572
H -1.971 -0.827 -2.017
H -3.662 -1.137 -1.617
H -3.563 -1.002 -4.063
H -2.238 -2.169 -4.159
H -3.849 -2.699 -3.638
C 2.363 2.200 5.027
N 1.120 1.551 5.416
C 0.540 1.866 6.718
C 0.490 0.692 4.571
O 0.971 0.317 3.488
H 2.677 2.787 5.895
H 2.199 2.857 4.158
H 3.121 1.448 4.771
H -0.437 2.354 6.619
H 0.408 0.957 7.318
H 1.241 2.539 7.234
H -0.477 0.336 4.977

Listed below, in e, are the Mulliken charges computed for each atom:
1. C -0.380
2. C 0.555
3. C -0.387
4. C -0.331
5. N -0.547
6. C -0.319
7. C 0.161
8. C -1.045
9. C 1.298
10. C -1.538
11. C 0.576
12. C 0.050
13. C -0.961
14. C -0.565
15. Co -0.240
16. P 0.790
17. H 0.381
18. H 0.412
19. H 0.363
20. H 0.362
21. H 0.544
22. H 0.565
23. H 1.143
24. H -0.072
25. C -0.478
26. C -1.065
27. H 0.402
28. H 0.470
29. H 0.417
30. H 0.201
31. H 0.244
32. C 0.641
33. C -1.553
34. H -0.928
35. H 0.621
36. H 0.444
37. H 0.259
38. H 0.303
39. C -0.267
40. C -1.283
41. H 0.016
42. H 0.464
43. H 0.403
44. H 0.313
45. H 0.297
46. Br -0.051
47. P -0.030
48. C 0.790
49. C -1.475
50. H -0.474
51. H 0.434
52. H 0.387
53. H 0.372
54. H 0.463
55. C 0.171
56. C -1.243
57. H -0.102
58. H 0.354
59. H 0.388
60. H 0.340
61. H 0.369
62. C 0.463
63. C -1.495
64. H -0.011
65. H 0.277
66. H 0.417
67. H 0.373
68. H 0.385
69. C -0.666
70. N 0.071
71. C -0.815
72. C -0.192
73. O -0.305
74. H 0.312
75. H 0.229
76. H 0.227
77. H 0.333
78. H 0.324
79. H 0.255
80. H 0.396



No. 5
Molecular formula: C38H32F9N4PS2Ti
Method: DFT, ωB97M-V/def2-TZVPD

The value obtained for the energy above the lowest of the compared OMol25 structures with the same formula, charge and spin is 2.3600 eV. The total charge is +1. The spin multiplicity is 2. The gap between HOMO and LUMO (spin up / spin down) is 6.5 / 6.8 eV.

Atoms and positions in Å:
Ti -1.405 0.487 0.210
C -4.184 -2.554 4.041
S -2.815 -1.411 4.361
C -2.351 -0.936 2.763
S -1.112 0.264 2.635
N -2.937 -1.492 1.737
N -2.548 -1.024 0.527
C -3.198 -1.496 -0.527
C -2.952 -0.846 -1.762
C -3.661 -1.122 -2.940
C -3.448 -0.348 -4.052
C -2.487 0.670 -3.995
C -1.795 0.865 -2.829
N -2.006 0.139 -1.716
H -4.343 -3.104 4.965
H -3.908 -3.220 3.231
H -5.077 -1.990 3.786
H -3.937 -2.275 -0.388
H -4.387 -1.924 -2.935
H -4.006 -0.507 -4.964
H -2.297 1.297 -4.854
H -1.024 1.623 -2.775
F 7.779 -0.362 1.418
C 7.182 0.640 0.751
F 7.719 0.671 -0.483
F 7.503 1.788 1.363
C 5.693 0.431 0.676
C 5.226 -0.730 0.064
C 3.868 -0.949 -0.047
C 2.972 -0.005 0.452
C 3.445 1.141 1.077
C 4.812 1.364 1.192
P 1.171 -0.313 0.291
C 1.184 -0.624 -1.531
C 0.579 -1.668 -2.228
C 0.576 -1.680 -3.614
C 1.165 -0.643 -4.319
C 1.763 0.413 -3.645
C 1.758 0.424 -2.261
C 1.155 -0.676 -5.825
F 1.896 -1.690 -6.296
F -0.099 -0.850 -6.296
F 1.627 0.460 -6.358
C 1.048 -1.888 1.226
C 0.198 -2.943 0.903
C 0.090 -4.038 1.745
C 0.791 -4.063 2.939
C 1.606 -2.999 3.297
C 1.732 -1.919 2.443
C 0.675 -5.266 3.837
F 1.135 -5.020 5.071
F 1.375 -6.305 3.343
F -0.604 -5.670 3.951
H 5.934 -1.453 -0.320
H 3.506 -1.854 -0.519
H 2.746 1.862 1.485
H 5.182 2.255 1.678
H 0.132 -2.503 -1.710
H 0.101 -2.494 -4.149
H 2.222 1.218 -4.201
H 2.232 1.248 -1.739
H -0.396 -2.927 0.002
H -0.553 -4.867 1.480
H 2.128 -3.012 4.243
H 2.363 -1.090 2.736
C 1.198 4.240 -0.107
N -0.107 3.988 0.477
C 0.008 3.447 1.818
C -0.946 3.206 -0.381
C -2.375 3.114 0.126
C -3.128 4.266 0.326
C -4.407 4.157 0.846
C -4.938 2.907 1.149
C -4.186 1.760 0.940
C -2.888 1.853 0.437
H 1.767 4.892 0.555
H 1.088 4.744 -1.068
H 1.773 3.310 -0.259
H 0.577 4.136 2.441
H 0.527 2.470 1.815
H -0.975 3.314 2.264
H -0.537 2.131 -0.474
H -0.927 3.646 -1.381
H -2.704 5.234 0.087
H -4.993 5.049 1.022
H -5.939 2.831 1.553
H -4.623 0.795 1.176

Listed below, in e, are the Mulliken charges computed for each atom:
1. Ti -1.778
2. C -0.834
3. S 0.022
4. C 0.580
5. S -0.639
6. N -1.614
7. N 2.135
8. C -1.526
9. C 1.297
10. C -1.230
11. C -0.536
12. C -1.008
13. C -0.293
14. N 1.087
15. H 0.393
16. H 0.248
17. H 0.285
18. H 0.510
19. H 0.566
20. H 0.477
21. H 0.545
22. H 0.449
23. F -0.249
24. C 0.706
25. F -0.250
26. F -0.281
27. C 0.256
28. C -1.108
29. C -0.611
30. C -0.515
31. C 0.530
32. C -0.909
33. P 3.133
34. C 0.558
35. C -0.295
36. C -1.174
37. C 0.280
38. C -0.779
39. C -0.762
40. C 0.685
41. F -0.253
42. F -0.240
43. F -0.289
44. C 0.605
45. C -0.239
46. C -1.416
47. C 0.253
48. C -1.027
49. C -0.651
50. C 0.819
51. F -0.277
52. F -0.253
53. F -0.254
54. H 0.437
55. H 0.462
56. H 0.500
57. H 0.552
58. H 0.330
59. H 0.529
60. H 0.543
61. H 0.101
62. H -0.110
63. H 0.465
64. H 0.502
65. H 0.479
66. C -0.991
67. N 0.042
68. C -0.767
69. C 1.122
70. C -0.313
71. C -0.987
72. C -0.704
73. C -0.845
74. C -0.391
75. C 1.729
76. H 0.381
77. H 0.329
78. H 0.233
79. H 0.418
80. H -0.006
81. H 0.392
82. H -1.123
83. H 0.761
84. H 0.511
85. H 0.417
86. H 0.446
87. H 0.428



No. 6
Molecular formula: C22H23BF7N7NiO2Se
Method: DFT, ωB97M-V/def2-TZVPD

The value obtained for the energy above the lowest of the compared OMol25 structures with the same formula, charge and spin is 1.0654 eV. The gap between HOMO and LUMO (spin up / spin down) is 6.8 / 6.9 eV.

Atoms and positions in Å:
Ni -0.837 0.393 -0.979
N -0.587 0.376 1.961
C 0.544 1.060 1.550
C 1.368 1.763 2.434
C 2.529 2.308 1.927
C 2.834 2.158 0.574
C 1.924 1.502 -0.229
N 0.797 0.962 0.258
C -1.473 -0.218 1.036
C -1.756 -1.601 1.147
C -2.730 -2.219 0.431
C -3.479 -1.396 -0.466
C -3.263 -0.073 -0.553
N -2.347 0.627 0.290
H -0.940 0.611 2.877
H 1.091 1.872 3.475
H 3.196 2.855 2.580
H 3.732 2.577 0.146
H 2.065 1.408 -1.299
H -1.119 -2.150 1.832
H -2.932 -3.275 0.533
H -4.228 -1.822 -1.119
H -3.802 0.566 -1.235
N -0.403 -1.467 -1.650
C 0.819 -2.073 -1.112
C 0.927 -3.600 -1.367
C 0.898 -4.450 -0.094
C 2.239 -4.468 0.642
N 2.722 -3.135 0.949
C 2.396 -2.548 2.041
N 1.547 -3.043 3.008
N 2.892 -1.299 2.319
C 2.013 -1.335 -1.713
O 3.175 -1.536 -1.108
O 1.900 -0.639 -2.688
H -1.210 -2.027 -1.376
H -0.337 -1.456 -2.665
H 0.814 -1.888 -0.038
H 1.837 -3.831 -1.929
H 0.094 -3.884 -2.013
H 0.640 -5.480 -0.351
H 0.107 -4.079 0.567
H 2.981 -4.934 -0.010
H 2.175 -5.112 1.528
H 3.070 -2.160 -0.319
H 1.329 -4.023 2.949
H 1.725 -2.725 3.947
H 3.383 -0.863 1.552
H 2.271 -0.668 2.801
F -2.758 7.250 -1.037
C -2.349 6.044 -1.436
C -1.162 5.519 -0.962
F -0.421 6.224 -0.101
C -0.749 4.268 -1.384
F 0.410 3.814 -0.886
C -1.492 3.490 -2.264
Se -0.919 1.773 -2.886
C -2.679 4.055 -2.723
F -3.472 3.377 -3.558
C -3.109 5.307 -2.325
F -4.263 5.806 -2.777
F -1.698 2.796 1.173
B -2.457 2.060 0.370
F -3.471 2.656 -0.243

Listed below, in e, are the Mulliken charges computed for each atom:
1. Ni 0.216
2. N 0.269
3. C 0.121
4. C -1.266
5. C -0.432
6. C -1.252
7. C -0.673
8. N 1.474
9. C 1.203
10. C -1.323
11. C -0.542
12. C -0.800
13. C -0.341
14. N -0.643
15. H 0.323
16. H 0.527
17. H 0.486
18. H 0.545
19. H 0.465
20. H 0.425
21. H 0.398
22. H 0.409
23. H 0.573
24. N -0.415
25. C 1.884
26. C -1.227
27. C -0.123
28. C -1.294
29. N -0.440
30. C 0.760
31. N -0.377
32. N -0.523
33. C -0.099
34. O -0.610
35. O -0.616
36. H 0.298
37. H 0.412
38. H -0.840
39. H 0.381
40. H 0.420
41. H 0.476
42. H 0.031
43. H 0.439
44. H 0.392
45. H 0.432
46. H 0.211
47. H 0.252
48. H 0.313
49. H 0.214
50. F -0.323
51. C 0.668
52. C 0.120
53. F -0.340
54. C 0.428
55. F -0.252
56. C -0.671
57. Se -0.266
58. C 0.411
59. F -0.375
60. C 0.269
61. F -0.315
62. F -0.246
63. B 0.588
64. F -0.207



Number 1: energy -271.6818 Eh. Number 2: energy -513.6007 Eh. Number 3: energy -323.3759 Eh. Number 4: energy -5917.4086 Eh. Number 5: energy -4572.1130 Eh. Number 6: energy -6019.7388 Eh.